No. 1
{
  "formula": "C4H10NO3",
  "method": "ωB97M-V/def2-TZVPD",
  "lumo_energy_ha": 0.1359,
  "e_above_lowest_ev": 2.903,
  "e_tot_ev": -11942.4935,
  "homo_lumo_gap_ev": 7.492,
  "e_homo_ev": -3.795,
  "charge": -1,
  "symbols": ["O", "C", "C", "C", "N", "C", "O", "H", "H", "H", "H", "H", "H", "H", "H", "H", "H", "O"],
  "xyz": [[-2.7441, 0.8649, 0.6247], [-2.0604, 0.0793, 1.2206], [-0.5058, 0.1179, 1.2317], [0.0133, 1.3611, 0.4880], [0.0572, -1.1594, 0.7834], [0.1214, -1.3901, -0.6985], [1.4024, -1.3105, -1.1491], [-2.3924, -0.7762, 1.8273], [-0.2748, 0.2292, 2.3003], [-0.8221, 2.0298, 0.3141], [0.5858, 1.1718, -0.4201], [0.7502, 1.9398, 1.0390], [0.9466, -1.2109, 1.2517], [-0.2090, -2.4323, -0.8603], [-0.6586, -0.6985, -1.1312], [2.6051, 0.7465, -2.2364], [1.4588, -0.2141, -1.9827], [1.7262, 0.6516, -2.6024]]
}

***

No. 2
{
  "formula": "C4H10NO3",
  "method": "ωB97M-V/def2-TZVPD",
  "lumo_energy_ha": 0.1350,
  "e_above_lowest_ev": 3.460,
  "e_tot_ev": -11941.9368,
  "homo_lumo_gap_ev": 6.749,
  "e_homo_ev": -3.074,
  "charge": -1,
  "symbols": ["C", "N", "C", "C", "C", "O", "O", "H", "H", "H", "H", "H", "H", "H", "H", "H", "H", "O"],
  "xyz": [[0.4238, -1.5289, 0.2500], [0.3545, -0.3743, -0.4545], [0.1922, -0.4443, -1.8952], [0.8983, 0.8062, 0.1579], [0.6037, 1.0909, 1.8364], [-0.2087, 2.0686, 2.0246], [-0.0605, -2.5882, -0.1357], [0.9884, -1.5337, 1.1836], [-0.8810, -0.5783, -2.1041], [0.5921, 0.3554, -2.5097], [0.6570, -1.3732, -2.2601], [1.9446, 1.0032, -0.2213], [0.4860, 1.7571, -0.2314], [1.7021, 1.2855, 2.1448], [0.2710, 0.0757, 2.1608], [-1.8944, -0.1927, -0.0877], [-3.2163, 0.5209, 0.2064], [-2.8528, -0.3499, -0.0647]]
}

***

No. 3
{
  "formula": "C4H10NOP",
  "method": "ωB97M-V/def2-TZVPD",
  "lumo_energy_ha": 0.0248,
  "e_above_lowest_ev": 1.131,
  "e_tot_ev": -17135.8375,
  "homo_lumo_gap_ev": 10.296,
  "e_homo_ev": -9.622,
  "smiles": "CC(C)(C)NP=O",
  "symbols": ["C", "C", "C", "C", "N", "O", "P", "H", "H", "H", "H", "H", "H", "H", "H", "H", "H"],
  "xyz": [[-0.6580, 0.0384, 1.4660], [-0.9609, 0.9128, -0.9146], [-0.2157, -1.4019, -0.4689], [-0.1985, 0.0311, 0.0098], [1.1597, 0.4652, -0.0049], [3.6654, 0.6018, 0.0145], [2.6062, -0.3526, -0.2198], [-0.2061, -0.8115, 1.8193], [-0.2370, 0.9269, 1.9138], [-1.7544, 0.0859, 1.4320], [-0.5702, 0.8857, -1.9760], [-1.0016, 2.0528, -0.7450], [-1.9689, 0.5181, -1.0578], [0.3832, -1.9908, 0.3291], [-1.1774, -1.9028, -0.4788], [-0.0662, -1.6926, -1.5604], [1.2004, 1.6336, 0.4416]]
}

***

No. 4
{
  "formula": "C4H10NOP",
  "method": "ωB97M-V/def2-TZVPD",
  "lumo_energy_ha": 0.0357,
  "e_above_lowest_ev": 2.318,
  "e_tot_ev": -17134.6502,
  "homo_lumo_gap_ev": 9.404,
  "e_homo_ev": -8.431,
  "smiles": "CP(N)O.C#CC",
  "symbols": ["C", "C", "C", "C", "N", "O", "P", "H", "H", "H", "H", "H", "H", "H", "H", "H", "H"],
  "xyz": [[1.2287, -2.0362, -0.6890], [2.9193, -0.0911, -1.0085], [-2.5837, -0.1020, 1.0895], [1.8895, -1.0883, -0.9767], [-0.9014, 0.9574, -0.6220], [-0.4284, 1.3729, 1.8490], [-0.6962, 0.0764, 0.8743], [0.5602, -2.7802, -0.6866], [3.1705, 0.1715, 0.0196], [2.4361, 0.7736, -1.4709], [3.8087, -0.3388, -1.6461], [-2.7703, 0.3052, 2.1127], [-3.1177, 0.4929, 0.3448], [-2.7343, -1.2003, 1.0941], [-1.2390, 1.8318, 2.1568], [0.0058, 1.0765, -1.1004], [-1.5478, 0.5788, -1.3405]]
}

***

No. 5
{
  "formula": "C4H10NOS",
  "method": "ωB97M-V/def2-TZVPD",
  "lumo_energy_ha": 0.1124,
  "e_above_lowest_ev": 2.642,
  "e_tot_ev": -18682.4543,
  "homo_lumo_gap_ev": 5.826,
  "e_homo_ev": -2.768,
  "charge": -1,
  "smiles": "C[C@H](CS)NC[O-]",
  "symbols": ["C", "C", "C", "S", "N", "C", "O", "H", "H", "H", "H", "H", "H", "H", "H", "H", "H"],
  "xyz": [[0.2024, -0.6174, 1.1632], [0.4747, -0.0463, -0.2299], [0.9583, 1.4232, -0.1682], [2.6688, 1.7129, 0.3304], [-0.6619, -0.1440, -1.0911], [-2.0289, -0.9052, -0.7201], [-2.0285, -2.1837, -0.8845], [-0.1815, -1.6298, 1.0441], [1.1381, -0.6570, 1.7276], [-0.4943, -0.0014, 1.7371], [1.3640, -0.6113, -0.5884], [0.8281, 1.8443, -1.1624], [0.2958, 1.9893, 0.4758], [2.6984, 0.9817, 1.4521], [-0.4450, -0.3221, -2.0622], [-2.1177, -0.5669, 0.3301], [-2.6707, -0.2661, -1.3537]]
}

***

No. 6
{
  "formula": "C4H10NOS",
  "method": "ωB97M-V/def2-TZVPD",
  "lumo_energy_ha": 0.1185,
  "e_above_lowest_ev": 2.471,
  "e_tot_ev": -18682.6251,
  "homo_lumo_gap_ev": 5.951,
  "e_homo_ev": -2.727,
  "charge": -1,
  "smiles": "C[C@@H](CS)NC[O-]",
  "symbols": ["C", "C", "C", "S", "N", "C", "O", "H", "H", "H", "H", "H", "H", "H", "H", "H", "H"],
  "xyz": [[-1.7441, 0.1854, -1.0818], [-0.6092, -0.0090, -0.1068], [0.4811, -1.0239, -0.5151], [0.1617, -2.7297, 0.0487], [-0.0046, 1.3032, 0.2044], [1.0975, 1.2034, 1.2488], [2.3192, 1.2136, 0.7278], [-2.2911, 1.0659, -0.7417], [-2.4922, -0.6105, -1.0588], [-1.4628, 0.4034, -2.1152], [-0.9653, -0.3936, 0.8480], [1.3856, -0.7357, 0.0173], [0.7393, -0.9421, -1.5654], [1.1183, -2.7878, 0.9563], [0.5411, 1.5353, -0.6283], [0.8394, 0.2754, 1.8245], [0.8862, 2.0467, 1.9372]]
}

***

No. 7
{
  "formula": "C4H10NOS",
  "method": "ωB97M-V/def2-TZVPD",
  "lumo_energy_ha": -0.1422,
  "e_above_lowest_ev": 4.119,
  "e_tot_ev": -18672.9875,
  "homo_lumo_gap_ev": 9.241,
  "e_homo_ev": -13.109,
  "charge": 1,
  "smiles": "C=C(O)[N@H+](C)CS",
  "symbols": ["C", "C", "C", "C", "N", "O", "S", "H", "H", "H", "H", "H", "H", "H", "H", "H", "H"],
  "xyz": [[0.7981, 2.1506, -0.9349], [0.6771, 0.5803, -0.7745], [0.2616, 0.0587, 1.5306], [-0.7159, -1.4012, -0.2806], [-0.3820, 0.0272, 0.1782], [1.5335, -0.3386, -1.0646], [-2.2928, -1.8028, 0.5058], [1.7450, 2.5198, -1.2360], [-0.1227, 2.6937, -0.8786], [0.3653, 0.9983, 2.0326], [-0.4769, -0.6449, 2.0529], [1.2889, -0.2954, 1.4875], [0.0780, -2.0569, -0.0126], [-0.9395, -1.3234, -1.3030], [-1.2594, 0.6130, 0.2104], [2.5132, -0.2441, -0.9462], [-3.0716, -1.5345, -0.5671]]
}

***

No. 8
{
  "formula": "C4H10NOS",
  "method": "ωB97M-V/def2-TZVPD",
  "lumo_energy_ha": -0.1280,
  "e_above_lowest_ev": 3.704,
  "e_tot_ev": -18673.4023,
  "homo_lumo_gap_ev": 10.367,
  "e_homo_ev": -13.850,
  "charge": 1,
  "smiles": "C=C([NH2+]CS)OC",
  "symbols": ["C", "C", "C", "C", "N", "O", "S", "H", "H", "H", "H", "H", "H", "H", "H", "H", "H"],
  "xyz": [[1.1018, -1.0381, 1.4255], [0.8787, 0.7508, -1.4816], [-0.0176, 0.4694, -0.5612], [-2.0773, 0.3141, -1.7936], [0.3626, 0.2058, 0.9265], [-1.2949, 0.2145, -0.5943], [0.5796, -1.3937, 3.1988], [0.9625, -2.0030, 0.8915], [2.1558, -1.0067, 1.5251], [0.5812, 0.9670, -2.5994], [1.8615, 0.8361, -1.2782], [-2.0130, -0.5528, -2.3334], [-2.0099, 1.3653, -2.3403], [-3.1380, 0.2273, -1.2956], [0.9711, 1.0640, 1.1511], [1.7244, -0.6820, 3.7612], [-0.6285, 0.2621, 1.3980]]
}

***

No. 9
{
  "formula": "C4H10NOS",
  "method": "ωB97M-V/def2-TZVPD",
  "lumo_energy_ha": [-0.2134, -0.2662],
  "e_above_lowest_ev": 6.212,
  "e_tot_ev": -18670.8937,
  "homo_lumo_gap_ev": [7.815, 5.372],
  "e_homo_ev": [-13.621, -12.616],
  "charge": 1,
  "symbols": ["C", "C", "C", "C", "N", "O", "S", "H", "H", "H", "H", "H", "H", "H", "H", "H", "H"],
  "xyz": [[-1.4590, -1.7814, -1.7502], [-0.2396, -2.1755, 0.4719], [0.9616, 2.9968, 0.2444], [-0.8882, -1.2507, -0.5468], [0.8666, 2.2197, 1.3871], [2.0542, 1.6746, 1.6703], [-0.6738, 0.2787, -0.2208], [-1.7790, -2.8443, -1.7237], [-2.3192, -1.0020, -2.0153], [-0.8331, -1.8090, -2.6035], [0.3539, -1.5801, 1.2233], [0.2727, -2.9339, -0.0955], [-0.9408, -2.8124, 1.0763], [1.8833, 2.8327, -0.2487], [0.6944, 3.9852, 0.6766], [0.0353, 2.6605, -0.1938], [2.0108, 1.5411, 2.6484]]
}

***

No. 10
{
  "formula": "C4H10NOS",
  "method": "ωB97M-V/def2-TZVPD",
  "lumo_energy_ha": [-0.2887, -0.4777],
  "e_above_lowest_ev": 0.180,
  "e_tot_ev": -18662.5814,
  "homo_lumo_gap_ev": [11.260, 6.087],
  "e_homo_ev": [-19.115, -19.085],
  "spin_multiplicity": 2,
  "charge": 2,
  "s_squared": 0.75,
  "symbols": ["O", "C", "C", "C", "C", "S", "N", "H", "H", "H", "H", "H", "H", "H", "H", "H", "H"],
  "xyz": [[0.4125, -2.5592, 0.0253], [0.0380, -1.5459, -0.4602], [-0.6878, -0.4909, 0.3790], [-0.1747, 0.9564, 0.2279], [0.8376, 1.3517, -0.8988], [0.0625, 1.3048, -2.5127], [-0.5329, -1.0141, 1.7911], [0.2472, -1.3074, -1.5164], [-1.7529, -0.5157, 0.1493], [-1.0432, 1.5860, 0.0197], [0.1141, 1.3485, 1.2027], [1.6088, 0.5822, -0.9464], [1.2443, 2.3317, -0.6258], [1.1875, 1.5392, -3.2262], [-0.3347, -2.0333, 1.7608], [-1.4334, -0.9600, 2.2855], [0.2070, -0.5741, 2.3452]]
}

***

No. 11
{
  "formula": "C4H10NOS2",
  "method": "ωB97M-V/def2-TZVPD",
  "lumo_energy_ha": 0.1134,
  "e_above_lowest_ev": 1.557,
  "e_tot_ev": -29516.5841,
  "homo_lumo_gap_ev": 6.504,
  "e_homo_ev": -3.420,
  "charge": -1,
  "symbols": ["C", "C", "C", "C", "N", "O", "S", "S", "H", "H", "H", "H", "H", "H", "H", "H", "H", "H"],
  "xyz": [[1.0586, -1.4409, 0.3375], [-1.7938, -0.0743, -0.2186], [0.8663, 1.1064, 0.7827], [0.9003, -0.0779, -0.1186], [1.2516, 0.0890, -1.3676], [1.5611, -0.7035, -2.3328], [-3.5472, 0.1596, 0.1011], [0.6001, 2.7274, -0.0289], [0.4363, -1.9008, 1.0840], [1.9843, -1.4062, 0.9010], [1.1079, -2.1755, -0.4734], [-1.6734, -0.8784, -0.8278], [-1.3454, 0.9124, -0.5441], [0.0254, 0.7556, 1.3815], [1.9565, 1.1391, 1.1651], [1.2803, 1.1214, -1.6584], [-3.2855, 1.0969, 1.0831], [-1.3834, -0.4504, 0.7341]]
}

***

No. 12
{
  "formula": "C4H10NP",
  "method": "ωB97M-V/def2-TZVPD",
  "lumo_energy_ha": 0.0101,
  "e_above_lowest_ev": 3.551,
  "e_tot_ev": -15084.7466,
  "homo_lumo_gap_ev": 8.544,
  "e_homo_ev": -8.268,
  "smiles": "CP(C)#N.C=C",
  "symbols": ["C", "C", "C", "C", "N", "P", "H", "H", "H", "H", "H", "H", "H", "H", "H", "H"],
  "xyz": [[-0.8042, 1.6598, -0.1440], [-1.7615, 1.1052, 0.6349], [0.5154, -1.0770, 1.4091], [0.7468, -0.8507, -1.6519], [2.0849, 1.0303, 0.1538], [1.0450, -0.0393, -0.0386], [-0.8475, 1.1345, -1.1154], [-0.0225, 2.2865, 0.0405], [-1.9902, 1.2338, 1.6782], [-2.4192, 0.4405, 0.0458], [-0.2856, -1.6316, 0.8883], [1.3786, -1.7828, 1.6729], [0.0931, -0.5596, 2.3767], [-0.1941, -1.3030, -1.7825], [0.9127, -0.0099, -2.2749], [1.5483, -1.6366, -1.8930]]
}

***

No. 13
{
  "formula": "C4H10NS",
  "method": "ωB97M-V/def2-TZVPD",
  "lumo_energy_ha": -0.1332,
  "e_above_lowest_ev": 3.305,
  "e_tot_ev": -16625.6611,
  "homo_lumo_gap_ev": 9.950,
  "e_homo_ev": -13.574,
  "charge": 1,
  "symbols": ["C", "C", "C", "C", "N", "S", "H", "H", "H", "H", "H", "H", "H", "H", "H", "H"],
  "xyz": [[-1.6792, -0.3100, 0.5408], [-0.4400, 0.6835, -0.5636], [-2.0100, -1.5496, -0.1070], [2.0340, 0.7109, 0.2498], [0.7129, 1.4109, 0.0658], [-2.0483, 1.3184, -0.1887], [-1.3634, -0.2197, 1.6433], [-0.3704, 0.4163, -1.6072], [-1.0444, -2.0760, -0.1450], [-2.5545, -1.3313, -1.0632], [-2.6508, -1.9525, 0.6327], [1.8698, 0.3191, 1.2421], [1.9514, 0.0308, -0.6050], [2.7807, 1.5442, 0.1101], [1.0408, 2.2993, -0.5297], [0.3627, 1.9628, 0.9174]]
}

***

No. 14
{
  "formula": "C4H10NS",
  "method": "ωB97M-V/def2-TZVPD",
  "lumo_energy_ha": [-0.2333, -0.2456],
  "e_above_lowest_ev": 8.272,
  "e_tot_ev": -16620.6944,
  "homo_lumo_gap_ev": [4.740, 3.948],
  "e_homo_ev": [-11.088, -10.632],
  "charge": 1,
  "symbols": ["C", "C", "C", "C", "N", "S", "H", "H", "H", "H", "H", "H", "H", "H", "H", "H"],
  "xyz": [[-1.8690, 2.1395, -0.5756], [-0.4439, -0.4473, 1.1156], [-2.1193, 3.2746, -1.0341], [1.8195, -1.0910, 0.0721], [0.4266, -1.5751, 0.5422], [2.7865, -2.2414, -0.8951], [-1.5774, 1.3266, 0.1484], [-1.5118, -0.7161, 1.1609], [-2.6097, 3.2380, -1.9703], [-1.9171, 4.0798, -0.3863], [0.2296, 0.0654, 1.7728], [1.6177, -0.1395, -0.5124], [2.4546, -0.9074, 0.9831], [0.7735, -2.1266, 1.3622], [0.2048, -2.2430, -0.1445], [1.7354, -2.6364, -1.6390]]
}

***

No. 15
{
  "formula": "C4H10NS",
  "method": "ωB97M-V/def2-TZVPD",
  "lumo_energy_ha": -0.1421,
  "e_above_lowest_ev": 2.089,
  "e_tot_ev": -16626.8770,
  "homo_lumo_gap_ev": 9.345,
  "e_homo_ev": -13.213,
  "charge": 1,
  "smiles": "CC1([NH3+])CSC1",
  "symbols": ["C", "C", "C", "C", "N", "S", "H", "H", "H", "H", "H", "H", "H", "H", "H", "H"],
  "xyz": [[1.0626, 0.3647, 1.1335], [0.6469, 0.6220, -1.2265], [-0.0119, 0.1212, 0.0166], [-1.4745, 0.6809, 0.1281], [-0.1461, -1.4128, -0.0139], [2.4933, 0.1809, -0.1225], [1.2332, 1.3041, 1.5154], [1.0933, -0.3240, 1.8935], [0.5398, -0.1266, -2.0855], [0.6004, 1.6253, -1.4605], [-1.9044, 0.0740, 0.8439], [-2.0094, 0.5918, -0.8380], [-1.5299, 1.6758, 0.3308], [-0.6554, -1.8142, 0.8057], [0.7121, -1.9010, -0.0904], [-0.6500, -1.6621, -0.8303]]
}